Entry 1:
Here is C55H45N6O3P2S3Sc as an isolated structure from the OMol25 dataset. Energies are from wB97M-V/def2-TZVPD.

Each line ends with the Löwdin charge.
CARTESIAN COORDINATES (ANGSTROEM)
C 1.926 -0.373 2.288  -0.326
N -3.938 -0.117 -0.046  0.030
C -0.327 -2.199 -8.127  -0.386
C -0.047 4.577 -2.483  -0.108
C -0.291 2.599 -4.476  -0.108
C -4.941 2.135 2.986  -0.006
H -0.604 4.266 -5.834  0.131
O -6.385 0.376 0.406  -0.248
C -4.458 1.396 1.929  -0.199
C 1.790 -3.788 -0.350  -0.244
C -0.076 -5.812 -0.625  -0.293
H -0.954 2.996 6.839  0.114
H -0.422 5.990 -4.092  0.132
C -1.876 -4.197 3.149  -0.072
N 0.454 2.857 -0.896  0.042
H -0.077 6.575 -1.693  0.122
C -0.421 3.995 -4.801  0.015
H -1.114 -6.128 -0.726  0.099
N 2.317 -4.331 -1.653  -0.058
H -0.616 1.868 -6.468  0.122
C -2.414 2.643 1.860  -0.018
C -2.973 0.670 0.252  -0.470
C -0.497 -3.332 -1.787  -0.309
H 0.517 -5.710 -3.942  0.141
H 4.943 -0.221 -2.097  0.109
C 4.327 -0.288 -1.207  -0.078
C -0.540 -2.171 -5.827  -0.123
C 4.702 -0.680 2.455  -0.015
H 0.364 -6.414 0.172  0.096
C 4.096 -0.512 1.187  -0.163
H -0.690 -4.023 -7.041  0.109
C 0.253 2.750 5.077  -0.071
Sc 0.064 0.708 -0.445  0.977
H 0.923 3.427 1.018  0.116
H 1.972 -0.483 4.415  0.118
C -0.767 2.398 5.954  -0.064
H 1.143 -2.695 3.425  0.096
C -0.608 -1.780 2.557  -0.380
P -0.051 -4.016 -0.112  1.108
C 2.924 -0.156 -1.306  -0.167
P 0.109 -0.135 2.191  1.102
C 0.493 6.087 0.958  -0.489
H -5.916 1.937 3.416  0.133
C -0.533 -4.013 3.463  -0.089
H 0.862 3.626 5.273  0.109
H 4.414 -0.807 4.563  0.117
S -0.136 -0.550 -7.749  1.087
C -4.133 3.160 3.473  -0.039
H -0.323 -2.256 -1.752  0.055
C -1.537 1.274 5.699  -0.056
C -2.587 -3.174 2.538  -0.060
H -2.527 -1.201 1.757  0.071
H -1.563 -3.477 -1.965  0.107
H 0.048 9.012 2.872  0.082
C 4.899 -0.463 0.017  -0.023
C 2.070 -0.193 -0.223  -0.234
C 1.664 -3.612 -2.834  -0.107
C 0.059 -5.354 -3.017  -0.146
C 0.614 3.780 0.039  -0.046
H 2.557 -6.167 -2.686  0.148
H 2.176 -3.956 -3.732  0.149
C 0.498 1.974 3.956  -0.119
H 3.324 -4.183 -1.696  0.183
C -0.277 0.262 -5.091  -0.168
H 0.032 -1.039 -3.412  0.096
H -2.278 4.223 3.306  0.114
H -1.010 -5.554 -3.057  0.142
C 1.030 5.875 2.200  -0.119
C 0.909 6.997 3.060  -0.163
H 2.013 -2.723 -0.316  0.064
C -0.408 1.591 -5.440  0.063
S -5.173 0.020 1.058  0.659
N 0.270 -3.906 -2.906  -0.153
C -2.886 3.417 2.914  -0.047
C 2.684 -0.367 1.075  -0.218
H 5.978 -0.539 0.119  0.122
C 0.076 5.527 -1.458  0.070
H 2.458 -6.314 -0.911  0.145
C 0.100 -2.813 3.173  -0.106
C -0.534 -2.952 -7.012  -0.168
H 1.844 -2.548 -2.687  0.123
C -1.949 -1.979 2.235  -0.116
C -0.045 2.218 -3.156  -0.135
C 2.554 -0.513 3.502  -0.085
C -3.211 1.625 1.374  -0.147
O -1.825 0.648 -0.398  -0.180
H -2.335 0.994 6.377  0.117
C 0.119 3.233 -2.153  -0.134
S -0.182 7.667 0.860  1.086
C 0.400 5.149 -0.168  -0.171
H -0.727 -2.587 -4.844  0.091
C -0.260 0.828 3.706  -0.366
N 0.055 0.914 -2.794  0.060
C 3.950 -0.685 3.592  -0.044
C -0.056 -0.009 -3.731  -0.037
H -4.489 3.773 4.293  0.119
H -2.367 -5.133 3.389  0.113
H -0.278 -2.527 -9.155  0.081
H 2.324 -4.275 0.468  0.108
N 0.639 -6.075 -1.887  -0.144
H -3.641 -3.279 2.307  0.109
H 1.540 4.961 2.485  0.106
H 1.281 7.031 4.076  0.112
C -1.288 0.487 4.577  -0.063
C -0.346 -0.838 -6.063  -0.485
H 1.307 2.245 3.284  0.099
H 0.024 -4.805 3.952  0.111
O -5.116 -1.135 1.909  -0.278
C 0.272 8.038 2.458  -0.384
H -1.903 -0.384 4.396  0.108
C -0.318 4.939 -3.847  0.013
H 2.517 -0.016 -2.305  0.073
C 2.034 -5.836 -1.790  -0.103
H -1.446 2.840 1.430  0.085
H 5.780 -0.783 2.506  0.123

Properties
**Multiplicity**: 1
**Gap between HOMO and LUMO**: 0.2596 Eh
**Maximum force**: 1.32 eV/Å
**Calculated total energy**: -144623.0430 eV
**Total charge**: +2

=====

Entry 2:
Here is C36H88Cl10NiO24P4 as an isolated structure from the OMol25 dataset. Energies are from wB97M-V/def2-TZVPD.

Each line ends with the Löwdin charge.
CARTESIAN COORDINATES (ANGSTROEM)
H 9.521 14.450 13.684  0.068
H 6.429 11.963 14.989  0.082
H 12.167 20.415 18.799  0.085
H 16.977 19.652 15.492  0.122
Cl 6.516 13.443 18.063  0.554
H 14.188 18.668 21.805  0.071
H 14.404 13.164 19.986  0.046
H 8.631 16.972 22.475  0.064
H 8.278 14.225 12.441  0.082
H 13.708 11.991 21.205  0.071
C 16.164 15.727 14.403  -0.638
O 14.729 18.629 16.244  -0.150
H 10.883 11.366 11.538  0.095
Cl 17.828 11.703 16.088  0.535
H 7.643 7.961 13.717  0.093
H 15.362 19.351 20.585  0.075
O 12.194 16.524 20.995  -0.222
C 13.307 11.487 19.150  -0.656
H 16.079 18.432 17.811  0.099
H 13.474 17.010 12.811  0.087
H 12.317 11.891 19.310  0.064
H 19.008 18.897 19.215  0.072
O 8.656 9.655 13.609  -0.185
H 14.570 16.959 17.233  0.058
C 12.527 16.731 13.242  -0.091
Cl 6.324 17.699 15.705  0.503
H 15.135 19.919 17.919  0.131
H 17.074 15.972 13.874  0.059
Cl 13.218 9.743 19.313  0.615
H 17.108 23.362 16.037  0.079
C 10.279 10.816 17.636  -0.113
H 13.945 17.392 24.043  0.109
H 6.552 9.164 17.344  0.094
P 11.570 16.764 22.405  0.334
C 7.240 8.939 16.514  -0.100
H 12.858 14.570 21.407  0.101
C 12.503 14.537 9.694  -0.120
H 10.815 20.727 17.655  0.098
O 17.545 16.980 22.323  -0.192
H 18.064 22.060 16.798  0.071
O 11.940 18.965 17.294  -0.184
O 16.245 21.441 16.193  -0.187
H 9.033 16.562 15.317  0.049
H 7.012 9.071 12.497  0.105
H 8.584 11.315 16.429  0.098
H 15.528 11.476 16.115  0.030
H 8.492 8.208 12.178  0.104
O 12.509 15.952 23.379  -0.219
H 13.081 13.865 9.041  0.102
O 15.455 17.399 20.985  -0.259
O 12.547 10.817 14.131  -0.213
H 16.900 8.935 17.065  0.058
H 10.016 11.001 10.072  0.095
H 13.709 11.713 18.180  0.043
P 8.646 11.164 13.209  0.350
H 7.169 7.855 16.269  0.101
H 12.525 17.263 18.400  0.113
C 12.536 15.185 20.533  -0.056
H 11.283 15.650 17.009  0.086
H 11.647 14.712 20.126  0.072
O 13.041 13.019 16.145  -0.314
H 13.367 15.018 15.963  0.071
C 9.235 14.658 12.657  -0.085
H 14.382 15.703 24.161  0.101
C 9.081 16.228 23.109  -0.099
C 8.494 15.263 18.590  -0.624
C 16.685 20.108 16.440  -0.186
C 8.820 10.570 17.174  -0.188
C 16.288 10.995 16.707  -0.638
O 10.263 15.799 22.426  -0.234
H 15.876 18.902 22.253  0.092
O 8.887 11.193 11.667  -0.190
H 10.703 19.347 18.869  0.101
C 9.198 17.630 15.353  -0.595
H 14.774 14.044 14.595  0.056
H 8.078 10.732 17.957  0.106
C 13.681 11.094 13.380  -0.090
H 15.190 9.178 16.968  0.056
H 6.957 9.530 15.625  0.073
O 16.742 15.324 20.619  -0.187
H 10.645 10.066 18.311  0.088
C 6.845 12.646 14.268  -0.089
O 11.496 18.188 22.682  -0.211
H 16.647 13.843 19.251  0.062
H 13.493 14.318 17.585  0.082
C 15.692 14.369 14.069  -0.602
O 17.585 17.563 19.800  -0.243
C 8.047 18.180 16.165  -0.610
C 13.870 17.642 16.827  -0.180
Cl 15.799 11.241 20.346  0.534
O 11.989 15.965 12.216  -0.192
Cl 16.770 15.865 16.089  0.651
O 8.598 9.228 16.787  -0.193
H 9.376 16.659 24.076  0.092
O 10.626 13.891 16.118  -0.326
C 11.388 19.934 18.195  -0.071
O 7.255 11.842 13.209  -0.166
C 18.933 18.001 19.798  -0.082
H 9.169 15.740 12.507  0.052
H 15.352 16.464 14.268  0.064
H 7.316 15.283 16.864  0.015
H 17.613 20.141 17.058  0.110
H 14.485 11.503 14.017  0.081
Cl 9.135 18.206 13.642  0.585
H 17.315 15.361 18.582  0.029
C 14.180 12.119 20.231  -0.558
C 13.844 16.414 23.528  -0.088
O 10.205 14.163 11.724  -0.181
H 11.890 17.595 13.452  0.067
H 8.137 17.906 17.220  0.042
H 10.265 9.665 11.248  0.084
H 13.297 15.394 19.817  0.062
O 12.145 13.807 13.422  -0.200
H 6.122 13.349 13.904  0.104
H 13.472 9.989 15.770  0.109
H 11.468 14.543 9.322  0.098
C 7.928 8.724 12.985  -0.154
H 13.456 11.893 12.699  0.062
H 13.479 18.716 18.634  0.107
Ni 11.492 12.546 15.191  0.656
H 10.132 17.875 15.841  0.063
O 12.521 13.950 10.937  -0.245
H 16.185 11.165 17.783  0.009
C 12.920 14.299 16.668  -0.333
O 11.209 10.856 16.510  -0.196
C 7.804 14.535 17.466  -0.658
H 8.458 15.331 23.264  0.098
C 12.893 18.166 17.888  -0.220
C 11.463 14.574 17.008  -0.319
H 19.511 17.223 19.296  0.092
C 11.417 9.571 15.816  -0.107
C 12.688 9.779 15.055  -0.186
H 7.695 13.142 14.686  0.061
Cl 7.335 16.154 19.669  0.541
O 9.707 11.838 13.951  -0.180
H 19.267 18.151 20.849  0.099
H 10.596 9.316 15.162  0.107
Cl 16.445 8.967 14.852  0.559
H 11.232 14.256 18.047  0.076
H 14.128 10.175 13.002  0.087
C 10.086 10.712 11.107  -0.065
C 15.188 18.740 21.434  -0.038
H 10.253 11.808 18.078  0.117
H 12.938 15.514 9.682  0.084
H 9.109 16.076 18.204  0.045
H 12.959 8.953 14.451  0.123
H 9.077 14.503 19.163  0.080
H 14.276 16.428 22.532  0.056
H 15.605 15.240 18.942  0.060
C 16.593 14.920 19.247  -0.097
P 11.694 14.437 12.187  0.360
C 17.368 22.322 16.011  -0.089
H 17.842 22.101 15.056  0.085
C 15.624 19.212 17.182  -0.179
H 8.041 19.271 16.239  0.070
Cl 15.323 14.426 12.290  0.624
H 16.474 13.633 14.257  0.046
H 8.447 14.032 16.736  0.045
H 11.526 8.754 16.542  0.139
H 13.426 17.181 15.944  0.103
P 16.911 16.819 21.054  0.300
C 16.146 9.486 16.528  -0.645
H 12.592 16.120 14.138  0.071

Properties
**Multiplicity**: 3
**Gap between HOMO and LUMO (spin up / spin down)**: 0.2975 / 0.2919 Eh
**Maximum force**: 4.37 eV/Å
**Calculated total energy**: -291328.8057 eV

=====

Entry 3:
Here is C30H28ClO4PSe2Tc as an isolated structure from the OMol25 dataset. Energies are from wB97M-V/def2-TZVPD.

Each line ends with the Löwdin charge.
CARTESIAN COORDINATES (ANGSTROEM)
C -1.109 4.233 0.511  -0.134
H 0.608 -0.155 -5.028  0.134
H -1.711 -3.120 -0.979  0.164
H -2.754 -4.373 0.728  0.132
C -2.929 -3.799 2.783  -0.641
H 0.630 3.453 -2.305  0.113
H -0.878 6.043 1.628  0.119
C -3.037 1.814 -0.414  -0.345
C -3.638 0.639 0.030  -0.081
O 1.150 0.613 -1.226  -0.359
C 0.454 5.970 -0.052  -0.043
C -1.149 1.515 -2.654  -0.269
H 1.865 -0.605 3.314  0.065
C -2.102 2.101 -3.478  -0.048
C -0.162 0.699 -3.233  -0.142
H 0.891 6.938 0.155  0.120
C -0.159 0.480 -4.607  0.020
C -2.626 -2.831 3.742  -0.034
O -0.759 -0.404 1.810  -0.314
H -5.448 -0.309 0.674  0.116
H -2.880 2.720 -3.058  0.108
H 3.329 -1.452 -1.152  0.030
Se 2.123 -1.404 0.996  1.046
C -0.538 5.467 0.780  -0.053
Se 1.322 2.017 1.592  1.038
P -1.289 1.824 -0.867  1.052
H -3.364 3.900 -0.866  0.112
C 0.305 4.010 -1.435  -0.076
H 1.631 5.647 -1.816  0.120
C -1.113 1.076 -5.415  -0.020
Cl -3.820 -5.195 3.231  0.765
C 2.656 -0.406 2.590  -0.486
C 3.546 -0.922 -0.228  -0.312
O 1.655 -0.824 -2.860  0.160
H -6.806 1.743 0.439  0.121
C 0.871 5.246 -1.160  -0.044
C 0.247 2.143 3.206  -0.302
H -5.754 3.838 -0.336  0.121
C 0.935 0.046 -2.475  -0.493
H -2.828 2.360 -5.474  0.123
H 3.076 1.586 3.299  0.091
C -2.080 1.891 -4.851  -0.025
C -1.472 -1.522 2.092  -0.285
C -1.785 -2.488 1.112  -0.134
H -3.054 -0.266 0.135  0.074
C -3.812 2.969 -0.545  -0.093
H -2.962 -2.973 4.759  0.127
H -1.674 -0.949 4.142  0.132
H -1.899 3.858 1.151  0.107
C -0.687 3.499 -0.598  -0.404
Tc 0.131 0.187 0.277  1.159
C -2.515 -3.628 1.474  -0.014
H 3.572 -0.867 2.963  0.090
H 3.545 0.148 -0.417  0.034
H 0.250 1.189 3.723  0.026
H 3.691 1.273 1.683  0.071
H 4.486 -1.263 0.199  0.053
C -5.752 1.761 0.200  -0.040
C -5.161 2.939 -0.238  -0.041
C 2.860 1.073 2.360  -0.471
H 0.674 2.932 3.819  0.050
H -1.099 0.906 -6.482  0.124
C -1.405 -2.345 -0.270  -0.107
C -4.990 0.609 0.334  -0.050
O -0.763 -1.392 -0.726  -0.119
C -1.903 -1.701 3.401  0.033
H -0.764 2.403 2.907  0.029

Properties
**Multiplicity**: 2
**Gap between HOMO and LUMO (spin up / spin down)**: 0.2334 / 0.2507 Eh
**Maximum force**: 0.49 eV/Å
**Calculated total energy**: -194444.3012 eV
**Total charge**: +2

=====

Entry 4:
Here is C2H5OP in the gas phase from the OMol25 dataset. Energies are from wB97M-V/def2-TZVPD.

Each line ends with the Löwdin charge.
CARTESIAN COORDINATES (ANGSTROEM)
C -0.828 -0.299 -0.330  -0.327
H 1.062 -1.216 0.989  0.033
H -1.761 0.349 -0.251  0.114
P 0.231 -0.100 1.052  0.652
H -0.931 -1.220 -0.765  0.033
C 0.462 0.437 -0.700  -0.291
H 1.218 -0.184 -1.165  0.045
O 0.095 0.668 2.272  -0.384
H 0.452 1.566 -1.102  0.124

Properties
**Multiplicity**: 1
**Gap between HOMO and LUMO**: 0.3898 Eh
**Maximum force**: 3.36 eV/Å
**Calculated total energy**: -13489.9400 eV